# 1
The following is a DFT calculation (ωB97M-V with the def2-TZVPD basis set) of a molecular structure, C5H6Br2I2 in a non-equilibrium geometry.

Kohn-Sham gap ... 7.67 eV
LUMO ... -0.040 hartree

Geometry (Å):
C1 0.841 0.036 0.567
C2 0.633 -0.378 -0.793
C3 -0.471 -0.375 0.174
C4 -1.080 -1.732 0.450
C5 -3.071 1.938 -0.563
Br1 -4.734 1.329 -0.762
Br2 -2.749 3.304 0.519
I1 -2.046 -2.515 -1.337
I2 -2.486 -1.721 2.125
H1 1.527 -0.690 0.933
H2 0.897 1.104 0.843
H3 0.416 0.383 -1.640
H4 1.009 -1.391 -1.062
H5 -1.122 0.433 0.046
H6 -0.249 -2.360 0.820

=====

# 2
The following is a DFT calculation (ωB97M-V with the def2-TZVPD basis set) of 3 unconnected molecules or ions with the total composition CH8NO2 in a non-equilibrium geometry.

Kohn-Sham gap ... 10.61 eV
Total charge ... +1
LUMO ... -0.180 hartree
ΔE to the lowest compared entry with this formula, charge and spin ... 0.6375 eV

Geometry (Å):
C1 0.709 0.883 0.846
N1 0.211 0.818 -0.323
H1 1.625 1.407 1.087
H2 0.091 0.484 1.648
H3 -0.802 0.661 -0.427
H4 0.747 1.234 -1.076
H5 -2.836 0.974 -1.621
H6 -2.411 -0.442 -2.009
O1 -2.181 0.292 -1.431
H7 1.717 -1.879 1.861
H8 1.376 -2.625 0.557
O2 1.754 -1.805 0.890

=====

# 3
The following is a DFT calculation (ωB97M-V with the def2-TZVPD basis set) of a molecular structure, C32H55N13O3P2RuSSe in a non-equilibrium geometry.

Kohn-Sham gap (spin up / spin down) ... 4.80 / 5.84 eV
Total charge ... +3
2S+1 ... 2
LUMO (spin up / spin down) ... -0.378 / -0.340 hartree

Geometry (Å):
Ru1 -0.197 0.636 0.417
C1 3.849 1.698 3.633
N1 4.128 0.406 3.035
C2 5.464 -0.100 3.304
P1 3.182 -0.003 1.741
O1 1.816 0.540 1.874
O2 3.930 0.736 0.446
P2 3.209 1.475 -0.825
O3 1.817 0.979 -0.996
N2 4.119 1.078 -2.152
C3 3.832 -0.243 -2.696
C4 5.518 1.458 -2.321
N3 3.232 3.111 -0.514
C5 2.246 3.522 0.482
C6 4.475 3.846 -0.309
N4 3.212 -1.632 1.423
C7 2.136 -2.109 0.564
C8 4.456 -2.315 1.096
H1 3.900 1.619 4.720
H2 2.847 2.010 3.353
H3 4.571 2.453 3.310
H4 5.931 0.520 4.068
H5 6.101 -0.072 2.418
H6 5.420 -1.116 3.694
H7 2.819 -0.532 -2.426
H8 4.530 -0.998 -2.324
H9 3.916 -0.202 -3.783
H10 5.594 2.509 -2.588
H11 5.932 0.885 -3.149
H12 6.121 1.261 -1.432
H13 1.458 2.766 0.569
H14 1.802 4.469 0.169
H15 2.710 3.660 1.464
H16 5.120 3.770 -1.175
H17 5.022 3.505 0.576
H18 4.219 4.897 -0.174
H19 1.256 -1.459 0.651
H20 1.855 -3.117 0.872
H21 2.455 -2.143 -0.484
H22 5.247 -2.031 1.778
H23 4.777 -2.103 0.071
H24 4.291 -3.389 1.191
N5 -0.865 2.207 2.203
C9 -2.230 2.727 2.143
C10 -3.187 1.597 1.760
N6 -2.730 0.982 0.514
H25 -0.765 1.601 3.018
H26 -0.204 2.973 2.304
H27 -2.262 3.514 1.383
H28 -2.542 3.155 3.103
H29 -4.206 2.002 1.682
H30 -3.183 0.825 2.535
H31 -2.882 1.609 -0.276
H32 -3.231 0.116 0.338
N7 -7.720 -5.967 4.598
C11 -6.754 -5.413 4.340
C12 -5.575 -4.695 4.017
C13 -5.575 -3.842 2.912
C14 -4.447 -3.102 2.623
C15 -3.306 -3.218 3.417
C16 -3.302 -4.088 4.506
C17 -4.434 -4.818 4.811
N8 -2.175 -2.429 3.122
C18 -1.192 -2.025 3.984
C19 -0.369 -1.197 3.279
N9 -0.831 -1.091 2.000
C20 -1.905 -1.847 1.936
H33 -6.459 -3.758 2.297
H34 -4.467 -2.419 1.788
H35 -2.421 -4.205 5.116
H36 -4.443 -5.482 5.662
H37 -1.150 -2.325 5.009
H38 0.522 -0.694 3.593
H39 -2.467 -2.025 1.042
C21 -3.793 3.637 -2.014
N10 -2.746 4.269 -2.767
C22 -2.914 5.246 -3.704
C23 -1.687 5.542 -4.209
N11 -0.785 4.745 -3.578
C24 0.627 4.714 -3.837
C25 -1.433 3.965 -2.688
Se1 -0.515 2.725 -1.592
H40 -4.755 4.071 -2.280
H41 -3.628 3.786 -0.945
H42 -3.818 2.569 -2.242
H43 -3.870 5.660 -3.953
H44 -1.406 6.250 -4.963
H45 0.870 5.453 -4.595
H46 0.916 3.723 -4.190
H47 1.186 4.931 -2.926
N12 -0.099 -0.263 -3.354
C26 -0.861 -1.246 -2.857
S1 -1.209 -1.219 -1.194
N13 -1.331 -2.176 -3.688
C27 -2.008 -3.396 -3.485
C28 -2.582 -3.798 -2.282
C29 -3.160 -5.051 -2.184
C30 -3.181 -5.906 -3.276
C31 -2.656 -5.491 -4.492
C32 -2.075 -4.243 -4.597
H48 0.346 0.377 -2.705
H49 0.189 -0.241 -4.321
H50 -1.047 -2.074 -4.659
H51 -2.582 -3.142 -1.428
H52 -3.590 -5.368 -1.246
H53 -3.598 -6.894 -3.180
H54 -2.694 -6.144 -5.351
H55 -1.672 -3.923 -5.547

=====

# 4
The following is a DFT calculation (ωB97M-V with the def2-TZVPD basis set) of 2 unconnected molecules or ions with the total composition C2H5NS2 in a non-equilibrium geometry.

Kohn-Sham gap (spin up / spin down) ... 6.85 / 6.85 eV
LUMO (spin up / spin down) ... -0.016 / -0.016 hartree
ΔE to the lowest compared entry with this formula, charge and spin ... 4.2538 eV

Geometry (Å):
C1 -0.095 1.749 -0.264
C2 -1.712 -0.132 0.344
N1 -0.806 0.854 0.038
S1 2.446 -0.318 -0.172
S2 -0.675 -1.564 -0.049
H1 0.832 2.100 -0.622
H2 -1.969 0.081 1.345
H3 -2.586 -0.305 -0.293
H4 2.298 -1.221 0.816
H5 2.267 -1.244 -1.142

=====

# 5
The following is a DFT calculation (ωB97M-V with the def2-TZVPD basis set) of 3 unconnected molecules or ions with the total composition C4H13N3O in a non-equilibrium geometry.

Kohn-Sham gap ... 9.57 eV
LUMO ... 0.029 hartree
ΔE to the lowest compared entry with this formula, charge and spin ... 1.7481 eV

Geometry (Å):
H1 -1.554 0.033 -1.925
N1 -1.546 0.210 -0.923
C1 -1.424 -0.832 -0.206
C2 -1.444 -0.711 1.287
N2 -1.391 -2.117 -0.680
H2 -1.453 0.325 1.579
H3 -0.552 -1.174 1.711
H4 -2.320 -1.231 1.688
H5 -1.119 -2.865 -0.065
H6 -1.251 -2.276 -1.664
C3 1.891 -0.777 -0.129
C4 2.014 0.536 0.106
O1 2.541 1.429 -0.781
H7 1.795 -1.477 0.680
H8 2.050 -1.191 -1.118
H9 1.960 0.946 1.107
H10 2.694 0.980 -1.625
N3 -0.128 2.429 0.487
H11 -0.690 1.741 -0.039
H12 0.638 2.766 -0.092
H13 -0.712 3.258 0.603

=====

# 6
The following is a DFT calculation (ωB97M-V with the def2-TZVPD basis set) of a molecular structure, C38H36FHoN3O5S4 in a non-equilibrium geometry.

Kohn-Sham gap (spin up / spin down) ... 5.02 / 5.44 eV
2S+1 ... 6
LUMO (spin up / spin down) ... -0.020 / -0.020 hartree
ΔE to the lowest compared entry with this formula, charge and spin ... 0.9337 eV

Geometry (Å):
Ho1 0.243 0.200 0.281
C1 -2.406 -0.804 3.129
C2 -1.937 -2.233 2.928
S1 -0.412 -2.336 1.903
C3 -0.883 -3.644 0.703
C4 -2.132 -3.385 -0.110
S2 -2.046 -1.749 -0.996
C5 -3.718 -1.091 -0.653
C6 -4.007 -0.772 0.801
S3 -2.642 0.181 1.607
H1 -3.349 -0.789 3.677
H2 -1.652 -0.247 3.685
H3 -1.696 -2.660 3.901
H4 -2.701 -2.853 2.465
H5 -0.014 -3.698 0.046
H6 -0.972 -4.581 1.252
H7 -2.207 -4.147 -0.887
H8 -3.035 -3.410 0.492
H9 -3.735 -0.190 -1.263
H10 -4.454 -1.789 -1.049
H11 -4.904 -0.156 0.866
H12 -4.160 -1.673 1.389
C7 -1.775 2.269 -1.698
O1 -0.789 1.247 -1.729
C8 -0.766 0.493 -2.958
C9 -0.725 1.253 -4.223
C10 -0.297 0.645 -5.354
C11 0.337 -0.621 -5.305
C12 0.697 -1.153 -4.096
C13 0.304 -0.552 -2.888
N1 0.751 -0.924 -1.670
N2 1.467 -2.043 -1.669
C14 2.095 -2.460 -0.565
C15 2.358 -1.657 0.604
O2 2.134 -0.380 0.627
C16 2.940 -2.304 1.731
C17 3.333 -3.608 1.698
C18 3.236 -4.377 0.512
C19 3.769 -5.675 0.417
C20 3.682 -6.387 -0.751
C21 3.029 -5.837 -1.857
C22 2.499 -4.574 -1.788
C23 2.610 -3.805 -0.620
H13 -2.738 1.888 -2.055
H14 -1.484 3.125 -2.312
H15 -1.867 2.594 -0.659
H16 -1.229 2.204 -4.271
H17 -0.399 1.151 -6.303
H18 0.620 -1.106 -6.227
H19 1.338 -2.016 -4.023
H20 3.055 -1.705 2.624
H21 3.746 -4.082 2.576
H22 4.274 -6.094 1.276
H23 4.116 -7.371 -0.831
H24 2.964 -6.404 -2.773
H25 2.014 -4.134 -2.645
C24 1.889 5.768 5.545
C25 0.707 6.173 4.662
C26 0.948 7.596 4.158
C27 -0.090 7.985 3.117
C28 -0.004 7.013 1.980
C29 -0.215 7.421 0.678
C30 -0.140 6.499 -0.359
F1 -0.331 6.924 -1.624
C31 0.114 5.173 -0.120
C32 0.311 4.735 1.195
C33 0.441 3.299 1.432
O3 0.463 2.491 0.466
C34 0.460 2.943 2.818
C35 0.534 3.907 3.780
N3 0.534 5.236 3.544
C36 0.302 5.668 2.256
C37 0.288 1.496 3.283
O4 0.298 1.268 4.486
O5 0.049 0.642 2.372
H26 2.089 6.569 6.254
H27 2.776 5.621 4.935
H28 1.700 4.859 6.107
H29 -0.213 6.154 5.263
H30 1.943 7.662 3.712
H31 0.914 8.281 5.006
H32 0.088 9.000 2.760
H33 -1.091 7.959 3.560
H34 -0.439 8.452 0.454
H35 0.162 4.447 -0.914
H36 0.562 3.571 4.807
S4 -2.563 -1.171 -4.304
C38 -2.065 -0.359 -3.022

=====

# 7
The following is a DFT calculation (ωB97M-V with the def2-TZVPD basis set) of 2 unconnected molecules or ions with the total composition C4H11OS2 in a non-equilibrium geometry.

Kohn-Sham gap ... 6.16 eV
Total charge ... -1
LUMO ... 0.133 hartree
ΔE to the lowest compared entry with this formula, charge and spin ... 0.3980 eV

Geometry (Å):
C1 -2.919 -1.147 -0.037
S1 -2.861 0.622 -0.166
S2 -1.342 0.868 -1.528
H1 -2.935 -1.558 -1.077
H2 -3.780 -1.371 0.627
H3 -2.032 -1.577 0.460
H4 0.042 -0.824 -1.106
C2 1.131 -0.773 0.647
O1 0.850 -1.244 -0.669
C3 1.222 0.752 0.758
C4 1.945 1.502 -0.433
H5 2.178 -1.169 0.861
H6 0.411 -1.233 1.330
H7 1.697 0.972 1.724
H8 0.147 1.046 0.779
H9 2.168 2.553 -0.174
H10 1.213 1.601 -1.265
H11 2.865 0.979 -0.732